(1)
DFT (ωB97M-V/def2-TZVPD) results for C31H32BrCdCl2N4O9P2S as an isolated structure.

Gap between HOMO and LUMO: 0.2209 hartree
Net charge: -1
Energy: -186127.46220 eV
LUMO energy: 0.0782 Ha

Cartesian coordinates (Å):
1 Cd 0.604 0.014 0.171
2 O -0.986 -0.139 -3.243
3 P 0.557 -0.071 -2.744
4 O 1.494 -0.053 -3.899
5 O 0.736 -1.104 -1.683
6 O 0.489 1.412 -2.051
7 P 1.944 2.034 -1.523
8 O 2.884 1.886 -2.796
9 O 1.719 3.454 -1.196
10 O 2.388 1.097 -0.421
11 H -1.128 0.576 -3.861
12 H 2.570 1.119 -3.318
13 C 1.637 3.127 1.815
14 N 0.302 2.562 1.642
15 C -0.512 3.488 0.893
16 C -0.248 2.137 2.925
17 C -0.785 0.719 2.969
18 C -1.514 0.407 4.116
19 C -2.087 -0.835 4.286
20 C -1.929 -1.780 3.288
21 C -1.177 -1.476 2.164
22 C -0.582 -0.225 1.957
23 H 1.616 4.017 2.466
24 H 2.053 3.391 0.846
25 H 2.288 2.374 2.255
26 H -0.926 4.304 1.514
27 H -1.410 1.884 -0.022
28 H 0.131 3.906 0.109
29 H -1.051 2.822 3.244
30 H 0.544 2.202 3.685
31 H -1.638 1.163 4.881
32 H -2.653 -1.060 5.179
33 H -2.386 -2.756 3.389
34 H -1.054 -2.241 1.413
35 C 0.600 -4.420 -0.042
36 O -0.294 -3.371 -0.329
37 C -1.371 -3.651 -1.094
38 C -1.669 -4.923 -1.551
39 C -2.794 -5.134 -2.334
40 Br -3.179 -6.913 -2.899
41 C -3.627 -4.110 -2.698
42 C -3.346 -2.816 -2.242
43 C -2.233 -2.569 -1.416
44 O -1.976 -1.368 -0.913
45 C -4.185 -1.708 -2.633
46 N -3.955 -0.461 -2.303
47 C -4.927 0.290 -2.899
48 C -5.127 1.666 -2.907
49 C -6.225 2.132 -3.600
50 C -7.103 1.276 -4.269
51 C -6.911 -0.091 -4.283
52 C -5.808 -0.569 -3.599
53 N -5.311 -1.831 -3.407
54 H 0.136 -5.171 0.611
55 H 1.440 -3.960 0.473
56 H 0.964 -4.901 -0.956
57 H -1.033 -5.761 -1.315
58 H -4.484 -4.316 -3.321
59 H -2.558 -0.706 -1.382
60 H -4.443 2.323 -2.392
61 H -6.413 3.192 -3.632
62 H -7.955 1.693 -4.786
63 H -7.589 -0.757 -4.797
64 H -5.693 -2.677 -3.790
65 S -2.823 5.063 -0.596
66 C -2.068 3.484 -1.135
67 N -1.679 2.857 0.172
68 C -2.904 2.973 0.943
69 C -3.403 2.065 1.847
70 C -4.504 2.434 2.614
71 C -5.089 3.685 2.459
72 C -4.631 4.571 1.502
73 C -3.552 4.198 0.711
74 H -1.157 3.738 -1.689
75 H -2.947 1.093 1.966
76 H -4.883 1.744 3.354
77 H -5.927 3.976 3.081
78 H -5.110 5.526 1.343
79 Cl 2.343 -0.853 2.826
80 C 3.567 -1.662 1.832
81 Cl 2.924 -1.832 0.173
82 H 3.774 -2.639 2.266
83 H 4.445 -1.019 1.807

=====

(2)
DFT (ωB97M-V/def2-TZVPD) results for a 2-piece molecular cluster, C6H13NO overall.

2S+1: 2
Gap between HOMO and LUMO (spin up / spin down): 0.3617 / 0.2338 hartree
Net charge: +1
Energy: -9961.02442 eV
LUMO energy (spin up / spin down): -0.1440 / -0.2720 Ha

Cartesian coordinates (Å):
1 C -0.081 -0.790 2.103
2 C -0.613 -0.932 0.747
3 C -0.733 0.165 -0.108
4 N -0.228 1.403 0.206
5 C -1.176 -2.231 0.294
6 C -0.281 -3.131 -0.529
7 C 1.037 -3.023 -0.536
8 H -0.817 -0.840 2.911
9 H 0.620 -1.600 2.309
10 H 0.459 0.136 2.262
11 H -1.345 0.190 -1.009
12 H 0.775 1.359 -0.039
13 H -0.576 2.122 -0.423
14 H -1.989 -1.979 -0.386
15 H -1.666 -2.702 1.150
16 H -0.855 -3.890 -1.061
17 H 1.761 -3.615 -1.050
18 H 1.537 -2.253 0.050
19 H 1.136 6.224 -2.649
20 H 1.421 7.129 -1.523
21 O 1.510 6.197 -1.758